(1)
Formula: C3H3N3O2
Source: the Open Molecules 2025 dataset
Level of theory: ωB97M-V/def2-TZVPD

```
11
C3H3N3O2 (ωB97M-V/def2-TZVPD)
N -0.40687 1.45404 -0.06908
N 0.90296 0.88371 -0.43052
C -1.19963 -0.87576 -0.17256
H -2.21761 -1.30842 -0.38646
H 1.26234 1.71947 -0.68695
N -0.16099 -1.62348 -0.53077
O 2.82950 -0.10283 0.11463
O 0.79547 -1.26402 0.47686
H -2.12559 0.80745 1.25230
C -1.29801 0.50208 0.38675
C 1.61845 -0.19225 0.04581
```

* SMILES: O=C1NN=CC=NO1
* LUMO: -1.078 eV
* energy relative to the best compared isomer or geometry (same formula, charge and spin): 609.67 kJ/mol

Löwdin atomic charge list, values in e, 6 entries: atom 1 (N): 0.0921, atom 2 (N): 0.0852, atom 3 (C): -0.1333, atom 4 (H): 0.1210, atom 5 (H): 0.0894, atom 6 (N): 0.0987

(2)
Formula: C3H3N3O2
Source: the Open Molecules 2025 dataset
Level of theory: ωB97M-V/def2-TZVPD

```
11
C3H3N3O2 (ωB97M-V/def2-TZVPD)
C 0.54017 -1.44646 -0.18885
N -0.72177 -1.50912 -0.26251
O -0.07382 1.89890 -0.29373
C -1.20284 -0.13346 -0.17272
H 1.29310 -2.15441 -0.21044
N -2.42968 0.29749 0.44596
O 2.35607 0.12648 0.32394
H 2.22274 1.03045 -0.34041
C -0.09783 0.74045 -0.18940
H -2.83023 -0.64662 0.58432
N 1.09707 -0.13060 0.24951
```

* SMILES: [H]/N=C1\N=CN(O)C1=O
* LUMO: -1.269 eV
* energy relative to the best compared isomer or geometry (same formula, charge and spin): 610.79 kJ/mol

Löwdin atomic charge list, values in e, 6 entries: atom 1 (C): -0.0749, atom 2 (N): 0.0959, atom 3 (O): 0.1795, atom 4 (C): -0.2396, atom 5 (H): 0.1094, atom 6 (N): 0.1931

(3)
Formula: C3H3N3O2
Source: the Open Molecules 2025 dataset
Level of theory: ωB97M-V/def2-TZVPD

```
11
C3H3N3O2 (ωB97M-V/def2-TZVPD)
C 0.59911 -1.17306 0.93779
H -1.17804 -2.05012 0.41412
C -0.12957 0.87565 -0.22763
N -0.76901 -1.09682 0.68474
H 0.02470 1.44254 0.67545
O -1.15422 -0.21359 -0.34423
N -0.51386 2.57626 -2.20694
H 0.84191 -2.02380 1.52661
O 1.17005 0.40270 -0.52174
N 1.56431 -0.52126 0.45658
C -0.45537 1.78149 -1.39474
```

* SMILES: N#C[C@@H]1ON=CNO1
* LUMO: 0.459 eV
* energy relative to the best compared isomer or geometry (same formula, charge and spin): 597.91 kJ/mol

Löwdin atomic charge list, values in e, 6 entries: atom 1 (C): -0.2072, atom 2 (H): 0.1819, atom 3 (C): -0.2765, atom 4 (N): -0.0015, atom 5 (H): 0.1609, atom 6 (O): -0.0579

(4)
Formula: C3H3N3O2
Source: the Open Molecules 2025 dataset
Level of theory: ωB97M-V/def2-TZVPD

```
11
C3H3N3O2 (ωB97M-V/def2-TZVPD)
C -1.13348 -0.57636 -0.13546
N 2.38619 -1.11821 0.05535
C 1.27745 0.74082 -0.12001
H 1.26958 1.86129 -0.40405
O -1.37763 -1.81009 0.01318
H -1.56458 1.46812 0.66383
O 1.00142 -1.42840 -0.26013
C 0.35613 -0.28295 -0.28886
N -1.86099 0.55212 -0.24323
H -2.93937 0.51347 0.68611
N 2.58528 0.08020 0.03327
```

* LUMO: -1.075 eV
* energy relative to the best compared isomer or geometry (same formula, charge and spin): 697.44 kJ/mol

Löwdin atomic charge list, values in e, 6 entries: atom 1 (C): -0.5324, atom 2 (N): 0.0478, atom 3 (C): -0.0295, atom 4 (H): 0.1294, atom 5 (O): 0.0721, atom 6 (H): 0.2297